{
  "formula": "C4H12N3",
  "method": "ωB97M-V with the def2-TZVPD basis set",
  "de_lowest_ev": 5.752,
  "e_tot_ha": -323.466870,
  "total_charge": 1,
  "e_homo_ha": [-0.444, -0.420],
  "e_lumo_ev": [-4.527, -5.749],
  "species": ["N", "N", "N", "C", "C", "C", "C", "H", "H", "H", "H", "H", "H", "H", "H", "H", "H", "H", "H"],
  "positions_angstrom": [[-3.4671, 0.5050, 0.4378], [1.4029, -0.1781, -0.0935], [-2.8986, -0.3932, -0.1799], [0.4765, -0.2478, -1.0340], [2.4334, -1.1111, -0.0687], [1.3914, 0.7603, 0.9488], [-0.7077, 0.5205, -1.1013], [-0.8944, 1.2571, -0.3865], [-2.4995, -1.2323, 0.3632], [0.5711, 0.6015, 1.6157], [-3.9136, 1.2874, -0.1016], [3.2301, -0.6795, 0.5760], [1.6001, 1.7796, 0.6582], [-3.6609, 0.4177, 1.4528], [2.2221, -2.1781, 0.3100], [2.1991, 0.6511, 1.6601], [3.0099, -1.2571, -1.0711], [0.6986, -0.9219, -1.9910], [-1.1933, 0.4189, -1.9950]],
  "nbo_charge": [-0.395, -0.364, -0.219, 0.113, -0.428, -0.441, -0.482, 0.199, 0.387, 0.209, 0.419, 0.224, 0.234, 0.396, 0.222, 0.238, 0.229, 0.236, 0.223]
}